1.
Molecular formula: C24H28AuNO5PS2
Method: DFT, ωB97M-V/def2-TZVPD

The molecular weight comes out at 702.57 u. Its net charge is +1. The value obtained for the orbital gap is 8.363 eV. The energy above the lowest of the compared OMol25 structures with the same formula, charge and spin comes out at 0.0000 eV.

Each line ends with the Mulliken charge.
Positions of all 62 atoms, in Å:
Au -0.196 -0.099 -1.048  0.875
C -2.418 -5.573 4.779  -1.416
C -1.692 -4.406 4.173  0.905
C -0.960 -3.528 4.966  -0.825
C -0.301 -2.442 4.410  -0.396
C -0.374 -2.249 3.041  -0.215
C -1.093 -3.113 2.220  -0.505
C -1.748 -4.183 2.794  -0.728
S 0.477 -0.905 2.320  1.520
O 1.241 -1.368 1.198  -0.602
O 1.101 -0.104 3.332  -0.695
N -0.880 -0.053 1.665  0.161
C -1.132 1.042 2.254  -0.794
C -0.616 3.398 0.317  0.855
O -0.513 4.028 1.281  -0.403
O -0.717 2.786 -0.665  -0.447
H -2.140 -5.717 5.821  0.358
H -2.202 -6.492 4.234  0.366
H -3.497 -5.414 4.736  0.312
H -0.901 -3.696 6.033  0.343
H 0.268 -1.757 5.024  0.511
H -1.114 -2.960 1.148  0.491
H -2.303 -4.870 2.167  0.413
H -0.547 1.393 3.107  0.340
H -2.102 1.514 2.094  0.397
C 3.153 -0.560 -1.437  -1.418
P 1.858 0.682 -1.635  0.613
C 1.785 1.136 -3.384  0.610
C 0.806 2.038 -3.807  -0.417
C 0.702 2.373 -5.145  -0.759
C 1.561 1.801 -6.076  -0.501
C 2.525 0.896 -5.664  -0.687
C 2.639 0.563 -4.321  -0.477
C 2.381 2.133 -0.686  0.652
C 2.638 1.951 0.674  -0.330
C 3.011 3.027 1.464  -0.718
C 3.127 4.292 0.903  -0.538
C 2.873 4.477 -0.448  -0.721
C 2.500 3.402 -1.245  -0.219
H 4.107 -0.195 -1.818  0.497
H 2.861 -1.471 -1.957  0.458
H 3.247 -0.780 -0.375  0.429
H 0.126 2.476 -3.086  0.408
H -0.053 3.079 -5.466  0.421
H 1.476 2.062 -7.123  0.399
H 3.194 0.447 -6.386  0.409
H 3.400 -0.142 -4.013  0.342
H 2.539 0.970 1.126  0.087
H 3.205 2.875 2.517  0.458
H 3.416 5.133 1.519  0.406
H 2.966 5.461 -0.888  0.418
H 2.311 3.557 -2.299  0.431
C -3.878 -0.140 0.019  -0.646
S -3.411 -1.492 -1.051  0.576
C -4.534 -1.156 -2.398  -1.059
O -2.051 -1.142 -1.625  -0.781
H -4.900 -0.301 0.361  0.499
H -3.789 0.799 -0.527  0.320
H -3.194 -0.171 0.863  -0.070
H -5.553 -1.350 -2.063  0.404
H -4.274 -1.840 -3.202  0.380
H -4.411 -0.123 -2.719  0.305

2.
Molecular formula: C19H43FNO4PS2
Method: DFT, ωB97M-V/def2-TZVPD

The molecular weight comes out at 463.66 u. The value obtained for the orbital gap is 6.843 eV.

Each line ends with the Mulliken charge.
Positions of all 71 atoms, in Å:
O 2.022 4.271 4.071  -0.635
S 2.374 3.663 2.756  0.958
O 3.842 3.721 2.532  -0.631
N 1.554 4.282 1.433  -0.375
S 1.305 5.935 1.583  0.971
O 0.804 6.488 0.280  -0.678
O 2.590 6.613 1.924  -0.682
C 0.089 6.363 2.875  -0.781
C -1.366 5.856 2.577  -0.671
C -1.426 4.612 1.662  -0.501
F -1.002 3.486 2.381  -0.212
H 1.933 2.346 2.837  -0.030
H 0.051 7.474 2.902  0.379
H 0.369 6.042 3.892  0.427
H -2.051 6.648 2.203  0.373
H -1.807 5.545 3.553  0.302
H -2.504 4.434 1.430  0.342
H -0.906 4.727 0.695  0.427
C -2.997 1.049 0.447  -1.421
C -1.827 1.147 -0.523  0.602
C -1.945 0.203 -1.718  -1.208
C -1.630 -1.268 -1.421  -1.166
P 0.087 -1.747 -1.295  1.150
C 0.924 -1.076 -2.759  -1.503
C 0.376 -1.331 -4.166  -0.780
C 0.558 -2.727 -4.772  -0.390
C 1.970 -3.292 -4.683  -1.263
C 0.238 -3.520 -1.439  -0.607
C -0.366 -4.490 -0.421  -1.038
C 0.317 -4.597 0.940  0.299
C 1.836 -4.704 0.899  -1.364
C 1.035 -0.998 0.019  -1.021
C 0.868 -1.221 1.527  -1.046
C -0.555 -1.219 2.104  0.378
C -0.865 0.036 2.913  -1.730
H -3.134 0.036 0.836  0.292
H -2.832 1.715 1.294  0.222
H -3.929 1.348 -0.038  0.451
H -0.890 0.980 0.010  -0.433
H -1.785 2.173 -0.896  0.477
H -1.287 0.564 -2.513  0.362
H -2.960 0.267 -2.117  0.507
H -2.027 -1.853 -2.260  0.668
H -2.198 -1.618 -0.556  0.753
H 1.978 -1.362 -2.701  0.773
H 0.926 0.009 -2.610  0.545
H 0.872 -0.621 -4.834  0.504
H -0.688 -1.080 -4.197  0.216
H 0.277 -2.673 -5.827  0.446
H -0.152 -3.430 -4.330  0.233
H 2.664 -2.706 -5.290  0.367
H 1.987 -4.318 -5.054  0.360
H 2.350 -3.314 -3.661  0.255
H 1.284 -3.774 -1.626  0.525
H -0.284 -3.759 -2.368  0.035
H -0.349 -5.486 -0.876  0.449
H -1.423 -4.250 -0.269  0.347
H -0.083 -5.470 1.464  0.482
H 0.019 -3.744 1.549  -0.375
H 2.141 -5.647 0.438  0.347
H 2.242 -4.667 1.910  0.420
H 2.297 -3.890 0.336  0.287
H 1.005 0.082 -0.158  0.838
H 2.075 -1.270 -0.206  0.611
H 1.465 -0.461 2.037  0.522
H 1.357 -2.159 1.795  0.199
H -0.667 -2.071 2.781  0.510
H -1.304 -1.357 1.323  -0.126
H -0.258 0.068 3.819  0.470
H -1.913 0.042 3.216  0.394
H -0.666 0.943 2.341  0.195

3.
Molecular formula: C13H14F3N2O4S2
Method: DFT, ωB97M-V/def2-TZVPD

The molecular weight comes out at 383.39 u. Its net charge is -1. The value obtained for the orbital gap is 5.996 eV. The energy above the lowest of the compared OMol25 structures with the same formula, charge and spin comes out at 0.0000 eV.

Each line ends with the Mulliken charge.
Positions of all 38 atoms, in Å:
C 4.362 0.663 -3.386  -1.170
C 3.170 1.589 -3.350  -0.271
O 2.444 1.421 -2.105  -0.302
C 1.434 2.377 -1.959  0.590
C 0.810 2.352 -0.684  -0.699
C -0.264 3.198 -0.575  0.360
N -1.227 3.875 -0.432  -0.758
O 1.200 3.178 -2.850  -0.685
H 4.826 0.806 -4.369  0.376
H 5.091 0.942 -2.620  0.280
H 4.096 -0.398 -3.282  0.284
H 3.446 2.653 -3.327  0.376
H 2.493 1.394 -4.201  0.276
H 1.319 1.859 0.143  0.365
C -2.547 -0.088 2.651  -0.864
N -2.190 -1.506 2.504  -0.024
S -2.618 -2.457 3.835  -0.138
C -1.452 -1.731 4.984  0.672
F -1.465 -2.600 6.051  -0.239
F -0.215 -1.671 4.390  -0.205
F -1.675 -0.481 5.480  -0.235
S -2.680 -2.364 1.105  1.217
C -1.483 -1.460 0.133  -0.170
C -1.863 -0.831 -1.053  -0.254
C -0.875 -0.268 -1.862  -0.577
C 0.454 -0.445 -1.460  -0.231
C 0.797 -0.781 -0.137  -0.712
C -0.214 -1.283 0.683  -0.066
O -2.267 -3.746 1.290  -0.658
O -4.034 -2.021 0.736  -0.671
H -2.006 0.331 3.511  0.349
H -2.218 0.423 1.744  0.375
H -3.642 0.009 2.782  0.254
H -2.913 -0.815 -1.331  0.468
H -1.117 0.297 -2.773  0.372
H 1.229 -0.247 -2.193  0.391
H 1.825 -0.634 0.197  0.515
H -0.032 -1.543 1.728  0.410

4.
Molecular formula: C38H28N12Sr
Method: DFT, ωB97M-V/def2-TZVPD

The molecular weight comes out at 740.35 u. The value obtained for the orbital gap (spin up / spin down) is 4.943 / 4.947 eV. The energy above the lowest of the compared OMol25 structures with the same formula, charge and spin comes out at 0.8394 eV.

Each line ends with the Mulliken charge.
Positions of all 79 atoms, in Å:
Sr 0.038 0.005 0.128  5.802
C 0.666 6.417 -2.067  -0.668
C -0.726 6.414 -2.040  -0.626
C -1.440 5.279 -1.693  -0.060
C -0.726 4.129 -1.396  0.338
C -1.119 2.760 -1.076  -0.667
N -0.002 2.005 -0.916  -0.424
C 1.099 2.762 -1.155  -0.501
N 2.351 2.359 -1.248  -0.608
C 2.753 1.103 -1.219  -0.568
C 4.098 0.696 -1.606  0.258
C 5.223 1.404 -1.997  -0.152
C 6.331 0.682 -2.410  -0.647
C 6.331 -0.711 -2.400  -0.630
C 5.224 -1.428 -1.977  -0.093
C 4.098 -0.714 -1.596  0.394
C 2.754 -1.116 -1.201  -0.687
N 2.353 -2.373 -1.210  -0.588
C 1.101 -2.774 -1.108  -0.430
N 0.000 -2.013 -0.884  -0.432
C -1.117 -2.770 -1.034  -0.531
N -2.372 -2.371 -1.002  -0.613
C -2.766 -1.116 -0.924  -0.503
N -1.993 -0.004 -0.824  -0.530
C -2.767 1.105 -0.937  -0.328
N -2.374 2.360 -1.034  -0.647
C -4.160 0.699 -1.045  0.087
C -5.343 1.410 -1.155  -0.028
C -6.520 0.690 -1.276  -0.669
C -6.519 -0.704 -1.271  -0.626
C -5.343 -1.423 -1.143  -0.116
C -4.160 -0.711 -1.038  0.311
C -0.723 -4.145 -1.326  0.314
C -1.436 -5.301 -1.602  -0.152
C -0.721 -6.442 -1.927  -0.644
C 0.672 -6.445 -1.950  -0.612
C 1.395 -5.300 -1.656  -0.242
C 0.687 -4.145 -1.365  0.194
N 2.011 -0.005 -0.960  -0.405
C 0.683 4.128 -1.438  0.247
C 1.390 5.278 -1.754  -0.146
H 1.187 7.322 -2.350  0.390
H -1.259 7.318 -2.301  0.393
H -2.518 5.285 -1.657  0.566
H 5.227 2.483 -1.979  0.551
H 7.212 1.207 -2.749  0.404
H 7.212 -1.239 -2.734  0.409
H 5.228 -2.506 -1.943  0.545
H -5.336 2.488 -1.141  0.574
H -7.459 1.216 -1.375  0.395
H -7.459 -1.231 -1.367  0.393
H -5.337 -2.501 -1.120  0.563
H -2.514 -5.307 -1.568  0.554
H -1.253 -7.350 -2.173  0.400
H 1.193 -7.355 -2.216  0.410
H 2.473 -5.289 -1.658  0.558
H 2.469 5.266 -1.759  0.557
C 1.353 -0.504 2.940  -0.752
N 0.093 0.019 2.413  -0.368
C -0.992 -0.808 2.936  -0.854
N -1.018 -0.823 4.390  0.104
C 0.266 -1.328 4.868  -0.699
N 1.379 -0.511 4.393  0.092
C 1.175 0.856 4.863  -0.682
N -0.090 1.408 4.385  0.110
C -0.085 1.375 2.932  -0.763
C -1.171 0.550 4.861  -0.676
H 2.178 0.120 2.576  0.251
H 1.491 -1.530 2.580  0.194
H -0.864 -1.835 2.575  0.245
H -1.948 -0.415 2.572  0.273
H 0.401 -2.356 4.517  0.344
H 0.262 -1.318 5.960  0.338
H 1.998 1.484 4.509  0.331
H 1.167 0.855 5.955  0.348
H 0.733 2.006 2.567  0.252
H -1.038 1.773 2.568  0.195
H -2.127 0.947 4.508  0.340
H -1.163 0.549 5.953  0.341

5.
Molecular formula: C54H49F5O8
Method: DFT, ωB97M-V/def2-TZVPD

The molecular weight comes out at 920.97 u. The value obtained for the orbital gap is 8.026 eV. The energy above the lowest of the compared OMol25 structures with the same formula, charge and spin comes out at 0.0000 eV.

Each line ends with the Mulliken charge.
Positions of all 116 atoms, in Å:
F -1.387 3.936 0.266  -0.350
C -2.466 3.585 0.994  0.072
C -2.517 2.316 1.556  0.034
C -3.598 1.944 2.339  -0.480
C -4.661 2.826 2.482  -0.490
C -4.611 4.085 1.900  -0.569
C -3.505 4.467 1.153  -0.442
H -1.707 1.621 1.361  0.434
H -3.577 1.022 2.904  0.491
H -5.533 2.537 3.057  0.422
H -5.443 4.760 2.038  0.418
H -3.487 5.486 0.783  0.443
F -0.437 2.492 -4.287  -0.325
C 0.489 3.247 -4.943  0.614
C 1.768 2.740 -5.061  -0.495
C 2.725 3.515 -5.712  -0.389
C 2.321 4.699 -6.313  -0.574
C 1.016 5.194 -6.169  -0.392
C 0.085 4.435 -5.487  -0.656
H 2.001 1.853 -4.481  0.538
H 3.774 3.255 -5.710  0.356
H 3.030 5.312 -6.856  0.353
H 0.863 6.197 -6.539  0.372
H -0.951 4.724 -5.351  0.448
F 4.943 -4.264 3.744  -0.360
C 4.951 -3.013 4.258  0.001
C 5.047 -2.837 5.615  -0.334
C 4.990 -1.542 6.111  -0.468
C 4.970 -0.453 5.253  -0.706
C 4.914 -0.675 3.880  -0.144
C 4.798 -1.960 3.377  0.229
H 5.116 -3.680 6.288  0.440
H 5.149 -1.391 7.173  0.367
H 4.929 0.551 5.651  0.400
H 4.844 0.189 3.227  0.276
H 4.822 -2.154 2.312  0.291
F 3.385 -6.337 -4.220  -0.332
C 3.039 -5.646 -3.106  0.279
C 2.321 -4.468 -3.271  -0.546
C 2.171 -3.643 -2.164  -0.230
C 2.687 -4.041 -0.932  -0.109
C 3.311 -5.268 -0.781  -0.759
C 3.482 -6.090 -1.891  -0.373
H 1.921 -4.278 -4.259  0.432
H 1.597 -2.725 -2.201  0.327
H 2.529 -3.390 -0.084  0.440
H 3.593 -5.609 0.206  0.478
H 3.974 -7.052 -1.819  0.416
F 0.800 -5.391 5.913  -0.342
C 0.486 -4.316 5.165  0.336
C -0.733 -3.702 5.347  -0.703
C -1.063 -2.644 4.523  -0.297
C -0.159 -2.162 3.579  -1.017
C 1.115 -2.710 3.507  0.122
C 1.428 -3.807 4.297  -0.549
H -1.410 -4.034 6.124  0.440
H -2.048 -2.196 4.568  0.412
H -0.419 -1.255 3.043  0.556
H 1.816 -2.322 2.775  0.580
H 2.404 -4.277 4.255  0.489
C 5.144 0.581 -3.140  -0.576
C 5.180 -0.583 -2.395  -0.224
C 5.490 -0.528 -1.045  -0.207
C 5.754 0.685 -0.436  -0.368
C 5.712 1.854 -1.179  -0.670
C 5.385 1.793 -2.523  0.646
O 5.320 2.911 -3.296  -0.480
O 5.300 -1.669 -0.253  -0.446
H 4.979 0.520 -4.207  0.492
H 5.009 -1.535 -2.881  0.490
H 5.914 0.683 0.636  0.350
H 6.013 2.798 -0.740  0.332
H 5.617 3.685 -2.809  0.269
H 6.047 -2.268 -0.351  0.353
C -6.911 -0.997 2.261  -0.491
C -5.922 -0.566 1.383  0.327
C -4.706 -1.218 1.300  0.023
C -4.452 -2.296 2.130  -0.486
C -5.406 -2.697 3.052  -0.705
C -6.644 -2.065 3.096  0.765
O -7.563 -2.556 4.013  -0.573
O -3.752 -0.855 0.425  -0.323
H -7.855 -0.465 2.270  0.302
H -6.107 0.267 0.715  -0.099
H -3.554 -2.881 1.977  0.511
H -5.199 -3.562 3.669  0.458
H -8.416 -2.158 3.820  0.277
H -4.008 -0.142 -0.187  0.437
C -5.048 4.069 -3.362  -0.674
C -4.291 3.010 -2.886  -0.380
C -4.830 2.100 -1.982  0.596
C -6.131 2.267 -1.540  -0.324
C -6.874 3.359 -1.993  -0.927
C -6.341 4.256 -2.883  0.721
O -7.018 5.364 -3.316  -0.573
O -4.058 1.099 -1.454  -0.417
H -4.646 4.793 -4.057  0.419
H -3.288 2.855 -3.269  0.403
H -6.602 1.599 -0.835  0.391
H -7.873 3.451 -1.583  0.319
H -7.650 5.667 -2.659  0.301
H -3.120 1.232 -1.694  0.003
C -0.523 -0.547 -0.707  -0.803
C 0.480 -1.157 0.028  0.105
C 1.779 -0.648 -0.056  0.123
C 2.029 0.513 -0.742  -0.682
C 1.017 1.129 -1.461  -0.576
C -0.273 0.611 -1.416  0.388
O -1.330 1.235 -2.034  -0.567
O 2.759 -1.250 0.704  -0.094
H -1.531 -0.945 -0.723  0.434
H 0.309 -2.004 0.679  0.872
H 3.032 0.923 -0.800  0.281
H 1.250 1.981 -2.090  0.611
H -1.093 1.693 -2.849  0.212
H 3.605 -1.045 0.286  -0.417